Record 1
DFT (the ωB97M-V functional and the def2-TZVPD basis) results for a structure of composition C49H45BaNO7P2S.

Element x y z (Å)
Ba  -15.893  6.758  14.838
O  -15.788  8.051  17.165
C  -16.237  7.723  18.489
C  -16.773  6.327  18.594
N  -17.585  5.921  17.458
C  -17.715  4.549  17.149
C  -16.831  4.368  15.888
O  -17.222  4.431  14.681
O  -15.586  4.472  16.232
C  -18.879  6.635  17.485
C  -19.111  7.823  16.523
O  -20.145  8.491  16.638
O  -18.128  8.086  15.725
H  -16.558  8.623  16.738
H  -17.034  8.468  18.776
H  -15.372  7.770  19.190
H  -17.362  6.291  19.539
H  -15.959  5.612  18.625
H  -18.774  4.175  17.061
H  -17.351  3.879  17.882
H  -19.077  7.095  18.500
H  -19.692  5.962  17.250
O  -15.389  5.529  12.195
C  -16.346  4.747  11.518
C  -16.034  3.512  11.015
C  -16.989  2.671  10.548
C  -18.357  3.120  10.534
C  -18.685  4.375  11.046
C  -17.596  5.201  11.479
P  -18.032  6.748  12.347
C  -19.647  6.378  13.076
C  -19.978  5.036  13.520
C  -21.024  4.945  14.398
C  -21.865  5.994  14.856
C  -21.469  7.267  14.416
C  -20.406  7.416  13.567
C  -18.495  7.887  10.976
C  -19.592  7.732  10.166
C  -19.663  8.506  8.998
C  -18.652  9.318  8.569
C  -17.470  9.432  9.317
C  -17.406  8.803  10.544
C  -14.459  6.289  11.519
C  -14.813  6.803  10.217
C  -13.894  7.621  9.642
C  -12.730  8.033  10.318
C  -12.436  7.488  11.531
C  -13.289  6.540  12.148
P  -13.037  5.817  13.843
C  -12.887  4.108  13.489
C  -13.210  3.145  14.473
C  -13.224  1.764  14.150
C  -12.817  1.361  12.899
C  -12.458  2.269  11.928
C  -12.423  3.614  12.211
C  -11.356  6.401  14.144
C  -11.258  7.674  14.634
C  -10.091  8.331  14.684
C  -8.953  7.651  14.322
C  -8.977  6.342  13.882
C  -10.219  5.659  13.861
H  -15.014  3.130  11.230
H  -16.699  1.687  10.299
H  -19.090  2.387  10.193
H  -19.703  4.737  11.030
H  -19.424  4.117  13.183
H  -21.333  3.988  14.694
H  -22.691  5.916  15.517
H  -21.980  8.200  14.694
H  -20.022  8.396  13.296
H  -20.272  7.003  10.530
H  -20.611  8.340  8.494
H  -18.677  9.902  7.691
H  -16.715  10.097  8.808
H  -16.441  8.920  11.215
H  -15.746  6.586  9.775
H  -13.980  8.056  8.653
H  -12.019  8.772  9.886
H  -11.436  7.637  11.952
H  -13.630  3.556  15.470
H  -13.660  1.051  14.896
H  -12.753  0.290  12.587
H  -12.084  1.881  10.983
H  -12.274  4.376  11.443
H  -12.212  8.207  14.824
H  -10.051  9.313  15.044
H  -7.997  8.297  14.200
H  -8.144  5.852  13.433
H  -10.248  4.594  13.594
C  -15.287  11.538  12.563
S  -14.536  10.367  13.641
O  -15.296  9.048  13.224
C  -15.233  10.768  15.192
C  -16.625  10.578  15.358
C  -17.106  10.822  16.659
C  -16.206  11.175  17.725
C  -14.879  11.380  17.523
C  -14.396  11.208  16.206
H  -16.339  11.322  12.669
H  -14.931  11.369  11.564
H  -15.155  12.587  12.858
H  -17.138  10.098  14.543
H  -18.210  10.712  16.886
H  -16.560  11.357  18.789
H  -14.249  11.832  18.314
H  -13.333  11.490  16.027

## Properties
Total charge ... 0
HOMO level ... -7.816 eV
Electronic energy ... -3582.04411 a.u.

Results of the Löwdin charge analysis, in e, for atoms 1 through 5: atom 1 (Ba): 1.867, atom 2 (O): -0.299, atom 3 (C): -0.220, atom 4 (C): -0.182, atom 5 (N): -0.170

=====

Record 2
DFT (the ωB97M-V functional and the def2-TZVPD basis) results for a cluster of 2 separate species, C2H6O2 in total.

Element x y z (Å)
O  -1.070  -0.818  0.128
C  0.345  -0.714  0.148
C  0.644  0.638  -0.398
O  -0.221  0.972  -1.307
H  -1.345  -0.304  0.949
H  0.761  -0.797  1.142
H  0.772  -1.475  -0.522
H  -0.595  1.183  1.336
H  1.694  0.965  -0.508
H  -0.987  0.351  -0.967

## Properties
Total charge ... 0
HOMO level (alpha / beta) ... -8.154 / -8.145 eV
Electronic energy ... -230.11906 a.u.

Results of the natural (NBO) charge analysis, in e, for atoms 1 through 5: atom 1 (O): -0.738, atom 2 (C): -0.189, atom 3 (C): 0.326, atom 4 (O): -0.631, atom 5 (H): 0.506

=====

Record 3
DFT (the ωB97M-V functional and the def2-TZVPD basis) results for a cluster of 2 separate species, H2 in total.

Element x y z (Å)
H  -0.083  -0.511  0.381
H  0.083  0.511  -0.381

## Properties
Total charge ... 0
HOMO level ... -12.066 eV
Electronic energy ... -1.08191 a.u.

Charge distribution, Löwdin scheme, values in e: atom 1 (H): 0.000, atom 2 (H): 0.000

=====

Record 4
DFT (the ωB97M-V functional and the def2-TZVPD basis) results for the molecule C3H7NO.

Element x y z (Å)
C  1.123  -0.498  -0.099
C  -0.144  0.279  -0.238
C  -1.065  0.315  1.021
O  -2.282  0.270  0.924
N  2.016  -0.403  -1.371
H  1.614  -0.150  0.790
H  1.053  -1.555  0.162
H  0.021  1.457  -0.369
H  -0.758  -0.136  -1.098
H  -0.650  0.465  2.018
H  1.408  -0.648  -2.159
H  1.976  0.648  -1.245

## Properties
SMILES ... NCCC=O
Total charge ... 0
HOMO level ... -9.712 eV
Electronic energy ... -248.44839 a.u.

Results of the natural (NBO) charge analysis, in e, for atoms 1 through 5: atom 1 (C): -0.256, atom 2 (C): -0.520, atom 3 (C): 0.429, atom 4 (O): -0.517, atom 5 (N): -0.794

=====

Record 5
DFT (the ωB97M-V functional and the def2-TZVPD basis) results for a cluster of 2 separate species, C4H12 in total.

Element x y z (Å)
C  1.875  -1.236  0.105
C  1.799  0.192  -0.328
H  1.024  -1.530  0.734
H  1.922  -1.958  -0.712
H  2.819  -1.385  0.650
H  2.315  0.445  -1.260
H  0.750  0.580  -0.555
H  2.253  0.864  0.410
C  -1.565  1.164  0.224
C  -2.237  -0.153  0.046
H  -0.427  0.943  0.017
H  -1.693  1.995  -0.492
H  -1.666  1.569  1.225
H  -1.603  -1.023  0.280
H  -2.438  -0.290  -1.021
H  -3.128  -0.178  0.677

## Properties
Total charge ... +1
HOMO level (alpha / beta) ... -16.738 / -16.644 eV
Multiplicity ... 2
Electronic energy ... -159.16784 a.u.

Results of the natural (NBO) charge analysis, in e, for atoms 1 through 5: atom 1 (C): -0.637, atom 2 (C): -0.488, atom 3 (H): 0.239, atom 4 (H): 0.241, atom 5 (H): 0.274

=====

Record 6
DFT (the ωB97M-V functional and the def2-TZVPD basis) results for a cluster of 3 separate species, C3H10NO in total.

Element x y z (Å)
C  0.475  0.795  2.776
C  0.549  0.635  1.319
C  -0.511  0.983  0.462
N  -0.629  0.907  -0.820
H  -0.469  1.269  3.038
H  0.498  -0.197  3.244
H  1.327  1.362  3.157
H  1.458  0.212  0.884
H  -1.404  1.395  0.950
H  0.215  0.523  -1.270
H  3.867  -7.049  -5.154
H  3.704  -6.446  -4.757
H  -2.280  1.599  -1.175
H  -3.646  2.079  -1.739
O  -3.154  1.933  -0.915

## Properties
Total charge ... +1
HOMO level ... -14.324 eV
Electronic energy ... -249.87794 a.u.

Results of the natural (NBO) charge analysis, in e, for atoms 1 through 5: atom 1 (C): -0.743, atom 2 (C): 0.351, atom 3 (C): -0.080, atom 4 (N): -0.288, atom 5 (H): 0.266

=====

Relative energy (zero: lowest compared OMol25 entry of this formula, charge and spin) (computed, kJ/mol): 139.0 424.2 207.3 205.1 5.2 461.8